Model one:
20
Properties=species:S:1:pos:R:3 method="wB97M-V/def2-TZVPD" total_charge=+1 multiplicity=1
C -1.129 -0.135 1.541
C 1.805 -0.399 0.283
C 0.955 1.798 -0.794
C -1.139 0.024 0.054
C 0.803 0.322 -0.530
N -1.524 -1.276 -0.672
F 0.650 -0.393 -1.775
H -2.044 -0.716 1.745
H -0.235 -0.754 1.755
H -1.092 0.851 1.976
H 2.021 -0.041 1.386
H 1.762 -1.457 0.310
H 2.919 -0.186 -0.121
H 1.599 2.157 0.003
H 0.002 2.187 -0.766
H 1.375 1.934 -1.835
H -1.905 0.785 -0.390
H -2.083 -1.763 0.088
H -0.561 -1.660 -0.845
H -2.178 -1.278 -1.411

***

Model two:
20
Properties=species:S:1:pos:R:3 method="wB97M-V/def2-TZVPD" total_charge=+1 multiplicity=1
C -1.394 -0.929 3.199
C 1.006 0.633 -1.910
C -1.543 -1.301 1.716
C 0.151 1.864 -1.533
C -0.625 -0.470 0.908
N 0.556 3.166 -2.069
F 0.656 -0.485 1.379
H -0.416 -0.620 3.371
H -1.955 0.019 3.563
H -1.682 -1.747 3.877
H 1.973 0.638 -1.439
H 0.991 0.585 -3.034
H 0.480 -0.234 -1.509
H -1.189 -2.335 1.535
H -2.515 -1.273 1.250
H -0.844 1.735 -1.853
H -0.647 0.254 0.072
H -0.065 3.956 -1.659
H 0.539 3.279 -3.111
H 1.508 3.166 -1.803

***

Short version: model one, model two, most stable first.

***

Model one:
52
Properties=species:S:1:pos:R:3 method="wB97M-V/def2-TZVPD" total_charge=-1 multiplicity=1
O 28.757 41.897 9.566
C 28.026 41.285 10.331
O 28.306 40.512 11.206
B 27.016 40.264 11.995
O 26.019 40.961 11.218
C 26.590 41.521 10.111
O 26.099 42.282 9.267
O 27.124 40.850 13.309
C 27.055 39.850 14.111
O 26.812 39.941 15.212
C 26.888 38.594 13.364
O 26.671 38.879 12.154
O 26.768 37.513 13.840
O 31.017 39.616 11.751
H 30.438 40.037 11.240
H 31.621 39.218 11.196
O 23.810 40.241 9.074
H 24.523 39.839 8.569
H 24.188 41.191 9.186
O 31.083 41.733 8.003
H 30.566 41.082 7.516
H 30.499 41.943 8.697
O 25.044 34.748 13.947
H 24.330 35.224 13.560
H 25.825 34.955 13.362
O 25.335 43.517 7.105
H 25.682 43.108 8.011
H 24.742 44.391 7.443
O 26.399 36.474 10.149
H 25.769 35.858 10.032
H 26.871 36.526 11.069
O 29.104 44.914 9.107
H 29.103 45.101 8.182
H 28.973 44.003 8.917
O 27.914 36.914 17.219
H 27.212 36.952 16.615
H 27.592 36.214 17.823
O 25.019 39.390 18.226
H 24.156 39.826 18.014
H 25.231 38.840 17.447
O 25.904 42.094 16.518
H 25.827 41.394 15.917
H 25.902 42.888 15.889
O 24.971 36.563 16.088
H 24.236 37.141 15.940
H 25.067 36.117 15.270
O 23.777 37.828 10.660
H 23.613 38.797 10.338
H 24.682 37.805 10.945
O 27.503 35.091 12.690
H 27.625 36.069 13.131
H 27.994 34.467 13.169

***

Model two:
52
Properties=species:S:1:pos:R:3 method="wB97M-V/def2-TZVPD" total_charge=-1 multiplicity=1
O 2.049 -2.243 -1.750
C 1.693 -1.273 -1.048
O 0.544 -0.821 -0.698
B 0.742 0.645 -0.524
O 2.260 0.808 -0.551
C 2.737 -0.276 -0.820
O 3.893 -0.560 -0.461
O 0.206 1.196 0.707
C -0.269 2.303 0.369
O -0.615 3.127 1.196
C -0.571 2.390 -1.008
O 0.089 1.440 -1.590
O -1.620 2.847 -1.509
O -3.283 4.218 0.238
H -2.585 4.360 0.805
H -2.889 3.654 -0.434
O -2.502 -0.548 -0.779
H -2.164 -1.440 -0.787
H -3.464 -0.686 -0.653
O 0.612 -3.452 0.547
H 1.405 -3.516 -0.005
H 0.848 -2.677 1.062
O 1.607 2.721 2.709
H 1.027 3.416 3.092
H 0.942 2.130 2.496
O -3.258 1.104 -2.882
H -3.003 1.937 -2.466
H -2.841 0.413 -2.335
O 1.015 -4.161 -3.525
H 0.509 -4.901 -3.066
H 1.283 -3.470 -2.928
O -0.893 -0.962 -3.499
H -0.518 -1.486 -2.827
H -0.960 -0.075 -3.109
O 3.670 -4.255 -0.392
H 4.316 -3.988 0.264
H 3.581 -3.421 -0.806
O 0.390 0.136 3.408
H -0.083 0.769 3.923
H -0.282 0.064 2.720
O -2.202 5.238 2.943
H -2.040 6.159 3.142
H -1.425 4.784 3.215
O 3.877 0.601 2.858
H 3.213 1.319 2.760
H 3.511 -0.068 2.305
O -1.183 -3.022 -1.617
H -1.172 -3.744 -2.240
H -0.658 -3.225 -0.877
O -1.683 -0.950 1.744
H -1.853 -1.907 1.759
H -2.021 -0.628 0.910

***

Short version: model two, model one, most stable first.